Formula: C25H35N5O5
Source: the Open Molecules 2025 dataset
Level of theory: wB97M-V/def2-TZVPD

XYZ file:
```
70
Properties=species:S:1:pos:R:3:forces:R:3:lowdin_charge:R:1
N 3.442 -2.347 0.510 0.33 0.19 -0.14 -0.04
H 0.028 1.567 1.933 -0.17 -0.16 0.15 0.08
H -0.603 0.662 3.346 0.00 0.02 -0.11 0.13
C -6.320 -2.099 -2.502 0.40 0.06 0.23 -0.06
O -4.404 0.834 0.462 0.16 -0.35 0.11 -0.02
C -0.204 -2.884 -0.040 0.04 -0.03 0.10 -0.46
O -4.665 -1.166 -1.092 0.09 0.17 0.19 -0.03
O -0.010 -3.452 -1.102 -0.12 -0.08 -0.20 0.06
H 5.302 -1.485 0.172 0.00 -0.05 0.07 0.13
H 0.667 3.920 0.684 -0.18 0.22 0.07 0.11
C -3.476 -1.105 -0.440 0.05 0.22 0.14 -0.17
H 1.580 -4.777 1.822 0.12 0.14 -0.15 0.13
C 3.351 0.385 -0.470 -0.36 0.06 0.24 -0.42
H 3.114 0.078 1.638 0.01 0.02 0.05 0.12
C -2.126 0.166 1.130 -0.19 0.06 0.00 -0.17
C 2.324 -0.685 -0.883 0.34 -0.16 -0.03 -0.07
H 3.782 -2.125 -1.511 -0.09 -0.07 0.02 0.13
O 3.450 -3.322 2.538 -0.04 -0.09 0.35 0.04
H 1.467 -0.613 -0.215 -0.09 0.01 0.00 0.11
C -4.918 -2.269 -1.939 -0.14 -0.29 -0.27 -0.26
N 4.444 0.430 -1.449 0.23 -0.05 0.26 0.01
C 2.936 -2.084 -0.816 -0.39 0.08 -0.32 -0.12
C -1.279 -1.876 0.156 -0.37 0.36 -0.07 -0.13
C 2.955 -3.201 1.429 -0.23 -0.42 -0.05 -0.44
C 4.482 -1.415 0.893 0.18 0.16 0.43 -0.13
H -4.110 2.348 1.846 0.03 -0.02 -0.23 0.12
C -4.254 2.209 0.768 -0.16 0.67 0.10 -0.24
O -2.024 1.247 1.960 -0.33 -0.17 -0.20 -0.07
C 2.940 2.749 -1.259 0.17 -0.41 0.05 -0.20
C -0.969 2.786 3.414 -0.08 -0.42 -0.23 -0.06
H 5.028 1.081 -3.318 -0.12 0.01 -0.05 0.12
H -0.192 -0.640 1.528 0.11 0.06 0.04 0.10
C 1.702 -4.002 1.059 0.16 -0.12 0.03 -0.07
H 3.296 0.769 -3.133 0.06 0.04 -0.08 0.12
H -6.384 2.482 0.822 -0.13 0.00 0.06 0.08
H -4.848 -3.206 -1.370 0.07 0.11 -0.06 0.13
C -3.321 0.013 0.408 -0.06 0.01 -0.10 -0.11
H 4.701 0.711 1.194 0.01 0.10 0.02 0.13
C 3.914 2.698 -2.378 0.03 -0.13 -0.02 -0.11
H -1.776 2.698 4.137 -0.06 0.04 0.10 0.08
H 5.276 0.799 -0.999 -0.02 -0.05 0.00 0.12
H 1.972 -0.498 -1.897 -0.08 0.06 -0.06 0.12
H -0.046 3.022 3.934 0.10 0.05 0.08 0.08
H 0.328 -2.674 1.926 -0.12 -0.01 -0.09 0.14
H -1.210 3.594 2.728 -0.01 0.14 -0.06 0.07
C 4.174 1.199 -2.646 0.05 0.27 -0.21 -0.20
H 2.195 -2.820 -1.119 0.08 -0.03 0.02 0.10
C 1.397 3.323 0.176 -0.13 0.10 0.12 -0.18
H 4.839 -1.698 1.885 0.02 0.04 -0.19 0.12
C 2.673 1.722 -0.397 0.33 0.40 -0.53 -0.19
H -2.537 -2.882 -1.222 -0.05 -0.06 -0.10 0.11
H -4.181 -2.299 -2.754 -0.03 -0.02 0.14 0.13
H 4.848 3.199 -2.099 -0.01 0.00 -0.10 0.12
H 3.524 3.187 -3.273 0.04 0.00 -0.05 0.11
C -0.804 1.484 2.645 0.34 0.17 0.18 -0.25
H -3.383 2.620 0.245 -0.06 -0.08 0.09 0.13
C 3.919 0.005 0.905 0.10 -0.20 -0.29 -0.08
H -5.467 3.971 0.535 -0.01 0.12 0.03 0.07
H 2.057 4.684 -1.314 -0.04 -0.08 0.08 0.16
H -6.560 -2.932 -3.158 -0.04 -0.08 -0.07 0.07
C -5.526 2.909 0.311 0.34 -0.35 0.04 -0.06
C -1.117 -0.782 0.994 0.06 -0.11 0.00 0.02
C -2.456 -2.032 -0.566 0.05 -0.09 -0.04 0.05
H 1.772 -4.472 0.077 -0.02 0.05 0.11 0.12
H -7.042 -2.062 -1.690 -0.11 -0.02 0.05 0.08
N 2.118 3.777 -0.881 0.03 0.06 -0.04 0.12
N 0.554 -3.126 1.055 0.16 0.03 0.30 0.09
N 1.705 2.096 0.490 -0.17 -0.18 0.29 0.13
H -6.384 -1.171 -3.063 -0.04 0.07 -0.09 0.08
H -5.661 2.774 -0.759 -0.04 0.03 -0.12 0.08
```
Forces are in eV/Å.

energy above the lowest of the compared OMol25 structures with the same formula, charge and spin	0.0	kcal per mole
largest force on an atom	0.74	eV/A
HOMO energy	-0.2913	Ha
net charge	0
structure (SMILES)	CCOc1cc(C(=O)NCC(=O)N2CCC3(CC2)NCCc2[nH]cnc23)cc(OCC)c1OCC
frontier orbital gap	8.4	eV

Formula: C25H36As2BaIN3SSe2
Source: the Open Molecules 2025 dataset
Level of theory: wB97M-V/def2-TZVPD

XYZ file:
```
71
Properties=species:S:1:pos:R:3:forces:R:3:lowdin_charge:R:1
C -0.611 -2.991 0.442 -0.12 0.15 0.21 -0.16
H -3.161 -6.518 3.297 -0.03 -0.01 -0.02 0.11
H 1.844 -2.075 -3.449 -0.04 0.02 0.05 0.11
S -2.262 -4.446 4.990 0.03 0.00 0.20 0.75
H 3.960 -0.645 2.842 0.06 -0.06 0.02 0.03
H -2.268 3.121 -4.709 -0.02 0.00 -0.01 0.04
C 3.695 1.083 -4.495 -0.04 -0.11 0.01 -0.11
Se -2.017 -1.509 -2.625 0.21 -0.11 0.22 0.86
H 1.286 4.105 0.932 0.04 0.05 0.01 0.00
C 3.728 2.148 1.827 -0.02 -0.07 -0.01 -0.28
H -4.171 1.513 -3.595 -0.06 0.01 -0.03 0.08
Se -2.134 2.188 -2.380 0.25 0.11 0.18 0.81
C -1.392 -1.352 1.839 0.11 -0.10 -0.11 -0.13
H -0.905 1.618 6.232 0.02 -0.01 -0.02 0.12
Ba 0.324 0.382 -0.693 -0.50 -1.48 -2.75 1.12
H 0.135 4.668 2.166 0.03 0.08 0.01 0.05
C 2.378 -1.186 -3.762 -0.11 0.05 0.20 -0.14
N -0.718 -1.685 0.723 -0.19 -0.34 0.31 -0.15
C 3.243 -1.240 -4.834 0.00 -0.07 -0.04 -0.03
C -1.451 2.725 -4.114 0.08 0.09 -0.02 -0.38
H -0.728 3.516 -3.928 -0.01 0.01 -0.02 0.01
H 2.665 -1.638 2.137 -0.02 -0.05 0.00 0.03
H -0.592 -1.938 -4.673 0.00 0.01 -0.02 0.02
C 2.805 1.019 -3.436 0.02 -0.17 -0.11 -0.79
H -2.052 -2.964 -4.680 -0.04 0.01 -0.02 0.04
H -0.074 -3.267 -0.460 0.03 0.08 -0.01 0.11
C -1.254 -2.553 -4.070 0.05 -0.11 -0.02 -0.39
C -3.490 0.937 -2.972 -0.21 -0.08 -0.18 -0.56
H 2.578 -0.023 4.395 0.03 -0.01 -0.02 0.10
I 2.446 2.764 -2.353 -0.06 0.38 0.22 0.96
H 4.017 -1.079 1.127 0.06 -0.05 -0.01 0.03
C 0.881 0.734 5.434 0.03 -0.02 0.03 -0.05
H -0.697 -3.377 -3.629 0.01 0.01 0.01 0.02
H -1.481 -0.296 2.067 0.04 0.04 -0.04 0.08
H -2.368 0.012 -4.582 0.03 0.03 -0.01 0.06
H 4.138 2.003 2.825 0.04 0.03 0.01 0.04
H 1.209 0.335 6.386 -0.02 0.02 -0.03 0.12
C -2.413 2.942 1.673 0.00 0.02 -0.01 -0.29
H 3.260 3.127 1.766 0.06 0.06 0.01 0.02
C 3.913 -0.086 -5.205 0.12 0.01 -0.14 -0.02
H -0.958 1.907 -4.631 -0.01 -0.06 0.02 0.02
C 1.243 1.027 3.061 0.13 0.02 0.04 -0.43
C -1.145 -3.980 1.248 0.21 -0.03 -0.25 0.00
C 3.359 -0.821 1.953 0.03 0.04 0.01 -0.29
H -1.643 2.517 4.081 -0.02 0.02 -0.01 0.09
C -1.808 -3.620 2.411 -0.18 -0.52 0.66 -0.21
C 0.045 1.750 2.975 -0.08 0.12 -0.07 -0.45
C -0.303 1.450 5.348 -0.03 0.03 -0.07 -0.05
H -4.039 0.664 -2.072 -0.02 -0.09 0.02 0.07
C -2.333 -4.668 3.384 0.13 0.36 -1.06 -0.85
N -2.797 -5.756 2.747 -0.03 -0.14 0.38 0.10
H 4.196 2.006 -4.752 -0.02 -0.02 0.01 0.11
H -2.956 2.089 2.073 -0.07 -0.02 0.00 0.04
C -1.936 -2.275 2.707 -0.03 0.23 0.02 -0.01
As -0.593 2.434 1.251 -0.19 1.10 1.17 0.93
H 4.518 2.072 1.082 0.03 0.04 0.00 0.03
H 4.601 -0.096 -6.041 -0.02 0.03 0.04 0.13
H -0.989 -5.016 0.977 -0.02 0.01 0.04 0.13
C -3.002 -0.275 -3.745 -0.10 0.20 -0.03 -0.55
As 2.383 0.790 1.482 0.58 0.32 1.18 0.96
N 2.149 -0.068 -3.051 0.08 0.01 -0.10 -0.09
C 0.234 4.201 1.189 0.00 -0.10 0.05 -0.27
H -3.854 -0.823 -4.143 -0.06 0.03 -0.02 0.08
H -2.417 3.755 2.395 -0.06 0.03 0.02 0.04
H -0.267 4.805 0.435 -0.02 0.01 -0.02 0.04
H -2.438 -1.964 3.614 0.03 0.00 -0.04 0.11
C 1.654 0.532 4.300 -0.15 0.05 -0.09 -0.09
H -2.952 -5.767 1.754 -0.04 -0.02 -0.01 0.11
H 3.387 -2.173 -5.363 0.01 0.04 0.00 0.12
C -0.718 1.959 4.123 0.14 -0.14 0.10 -0.10
H -2.888 3.274 0.753 -0.06 0.03 -0.02 0.02
```
Forces are in eV/Å.

energy above the lowest of the compared OMol25 structures with the same formula, charge and spin	11.0	kcal per mole
largest force on an atom	3.17	eV/A
HOMO energy	-0.4654	Ha
net charge	+2
frontier orbital gap	7.7	eV

Formula: C25H36Br2N2O13PSi
Source: the Open Molecules 2025 dataset
Level of theory: wB97M-V/def2-TZVPD

XYZ file:
```
80
Properties=species:S:1:pos:R:3:forces:R:3:lowdin_charge:R:1
C -0.661 1.401 1.638 -0.31 0.47 -0.77 -0.08
H -0.439 3.946 0.472 2.51 -0.36 0.93 0.10
O 0.443 -0.287 -0.671 0.10 -0.33 -0.29 0.04
H 2.903 4.766 2.546 -2.38 1.02 0.47 0.07
H -3.327 0.025 4.654 0.70 0.94 -2.31 0.12
O 4.641 -0.711 3.573 -1.97 0.96 1.39 -0.31
O 2.732 -0.156 5.594 0.35 -2.24 -2.71 -0.34
O 2.297 -1.453 -2.325 -1.75 0.71 0.26 0.09
H 1.770 6.371 2.753 0.40 -2.49 0.04 0.09
O -3.914 0.651 2.599 0.43 0.98 2.59 -0.28
H 2.320 -1.144 -1.394 0.03 -0.23 -0.41 0.10
C 0.714 2.065 1.043 0.73 0.24 -1.03 -0.28
C 4.749 -5.503 -8.133 0.14 -0.38 -1.18 -0.30
H -2.946 -0.518 -4.924 -0.02 0.11 0.32 0.12
C 0.076 -0.533 -1.815 -0.66 0.13 -0.10 -0.28
H 1.318 -1.944 -4.723 -0.13 0.06 0.16 0.10
H -7.182 0.074 2.575 0.36 2.02 -0.94 0.05
H -1.203 2.224 2.270 0.91 -1.81 -0.79 0.10
C -5.719 1.499 4.986 -0.93 0.31 1.15 -0.21
O 1.521 -3.661 -8.286 1.41 -0.44 1.39 0.09
C 5.068 -5.340 -6.687 1.58 -0.68 1.15 -0.20
C 3.502 -4.906 -8.636 0.31 -0.18 -0.02 0.08
C -1.278 -0.210 -2.292 0.53 0.00 0.56 0.08
H 0.816 1.685 -0.083 -0.18 0.99 2.76 0.13
H -4.278 3.682 1.690 -1.25 -0.11 2.03 0.04
O 1.914 -2.763 1.294 1.38 1.16 4.39 0.07
C 2.696 -4.222 -7.821 -1.45 0.54 -1.12 -0.20
H 6.636 -6.362 -6.995 -0.14 0.16 0.29 0.12
N 2.211 -2.074 2.287 -1.86 -3.13 -4.67 0.01
Br -1.179 5.441 2.738 1.52 -0.83 -0.24 0.60
C 2.093 1.627 1.812 0.49 -0.53 -0.61 -0.09
H 3.274 -5.047 -9.684 0.02 0.01 0.06 0.14
C 4.263 -4.654 -5.873 -0.47 0.31 0.10 0.08
H -6.897 1.315 5.040 2.55 0.36 -0.25 0.07
H 2.553 2.442 2.516 -1.14 -1.49 -1.20 0.09
H -1.464 -1.283 4.024 -0.77 1.15 -1.94 0.13
H 5.398 -0.664 4.229 -1.26 0.21 -0.94 0.09
H 1.117 -3.219 -7.508 0.09 -0.16 -0.37 0.11
H 2.905 1.444 0.957 -1.67 0.25 2.08 0.16
C 2.005 0.229 2.662 2.45 -0.24 -0.21 -0.47
H -5.231 0.597 5.549 -0.84 1.91 -0.86 0.04
C -0.718 -1.174 -4.487 0.51 -0.55 -1.07 -0.29
H -1.947 0.273 -1.591 -0.03 -0.03 -0.06 0.13
O 2.437 -0.855 1.766 -1.29 2.95 0.54 -0.12
O 5.517 -6.124 -8.859 -0.43 0.45 0.86 0.12
H -7.617 1.934 2.073 1.48 -1.91 0.07 0.05
H -6.070 3.933 2.217 2.26 -0.84 0.91 0.06
H 2.744 -1.170 5.656 -0.04 1.81 0.09 0.09
H -2.369 1.495 3.960 -0.93 -2.05 -0.86 0.13
H -6.398 0.833 1.035 -1.12 0.57 1.91 0.05
C 0.548 4.387 2.479 1.58 -1.30 0.37 -0.72
O -2.921 -0.204 -3.994 2.15 -0.76 0.09 0.09
O 6.228 -5.925 -6.216 -1.52 0.59 -1.37 0.09
C 1.883 5.214 2.947 -0.32 0.18 1.58 -0.19
C -5.006 3.557 2.608 -0.49 0.64 -0.38 -0.21
Si -5.237 1.677 3.131 -1.53 0.14 -1.28 0.49
C -2.888 0.470 3.637 0.38 -0.80 0.64 -0.27
H -0.162 -0.820 1.532 -0.46 1.81 1.92 0.16
P 3.355 0.381 4.058 2.60 0.63 1.85 1.01
C -1.828 -0.655 3.078 0.10 0.37 1.28 -0.08
C -0.473 -0.046 2.385 -1.81 -1.04 -2.79 -0.22
H -1.366 1.200 0.697 1.53 0.33 2.26 0.15
C 0.621 3.734 0.978 -2.74 -0.89 0.48 -0.66
C 0.644 -1.475 -4.018 -0.24 0.12 -0.23 0.09
H 0.695 -0.819 4.046 0.11 0.87 -1.14 0.17
O -1.095 -1.451 -5.620 0.01 0.38 1.03 0.12
H 1.944 5.100 4.134 -0.21 0.33 -2.54 0.10
Br 1.985 4.557 -0.239 -0.89 -0.77 0.94 0.67
H -5.551 2.543 5.524 -0.11 -2.38 -0.81 0.06
H -2.433 -1.395 2.394 1.44 1.65 1.14 0.15
O 2.277 -3.387 -5.662 0.34 -0.45 -0.71 0.08
H 4.483 -4.525 -4.821 -0.01 0.00 -0.07 0.14
C 3.028 -4.036 -6.382 0.24 0.06 0.83 -0.28
H 0.442 3.470 3.235 0.06 2.03 -1.64 0.08
C 1.018 -1.176 -2.772 1.55 -0.48 0.09 -0.19
H -4.734 4.228 3.527 -0.21 -1.10 -1.92 0.04
N 0.685 -0.006 3.364 -0.71 1.08 0.31 0.08
C -1.651 -0.507 -3.538 -2.25 0.69 -0.35 -0.19
C -6.808 1.083 2.112 0.79 -0.60 -0.51 -0.22
H 0.519 0.851 3.973 0.38 -1.12 -0.63 0.20
```
Forces are in eV/Å.

largest force on an atom	5.92	eV/A
HOMO energy	-0.4135	Ha
net charge	+1
frontier orbital gap	7.2	eV

Formula: C25H36EuNOP3
Source: the Open Molecules 2025 dataset
Level of theory: wB97M-V/def2-TZVPD

XYZ file:
```
67
Properties=species:S:1:pos:R:3:forces:R:3:lowdin_charge:R:1
H -5.289 6.293 1.887 0.31 -0.28 -0.17 0.10
H -4.897 2.410 3.574 0.14 -0.03 -0.24 0.11
H 0.102 0.789 3.248 -0.44 0.09 0.15 0.03
N -1.764 0.014 1.671 1.31 1.56 0.54 -0.40
H 2.578 -2.371 0.945 -0.21 -0.20 0.06 0.04
C -5.401 0.820 1.208 0.08 0.09 0.24 -0.09
H -5.312 1.841 0.842 0.15 -0.27 0.22 0.10
C -1.429 3.159 5.857 4.09 0.41 2.21 -0.07
H -0.357 -1.167 3.587 0.00 -0.20 -0.14 0.03
P -2.755 1.078 2.368 1.56 -0.36 -0.80 0.92
O -3.040 -0.504 -0.842 0.48 0.16 0.04 -0.03
H -5.876 -2.880 2.217 0.17 0.28 0.03 0.10
C -6.566 0.144 0.838 0.33 -0.48 0.14 -0.08
H 1.917 3.131 -0.415 -0.25 -0.01 -0.22 0.05
C -4.524 3.136 2.852 -0.04 0.28 0.01 -0.17
H 0.550 3.197 6.734 -0.24 -0.01 -0.15 0.10
C -4.402 0.219 2.011 -0.46 -0.37 0.31 -0.26
H 0.611 -1.237 -1.382 1.33 -2.80 -3.54 -0.17
C -0.091 2.788 5.955 -3.04 2.45 1.79 -0.10
Eu 0.118 -0.144 -0.131 1.31 0.58 2.15 0.76
C -1.918 -0.308 -0.558 -4.77 -0.81 -1.92 -0.44
C -1.774 1.687 3.903 2.28 -2.21 -1.68 -0.23
C -4.769 5.332 1.904 0.16 -0.20 -0.08 -0.09
H -2.075 -2.628 1.704 0.29 0.02 -0.07 0.02
H -1.832 3.889 6.559 0.07 -0.23 -0.16 0.11
C -3.440 2.820 2.002 -0.04 0.14 0.05 -0.29
C 1.868 1.105 -2.785 0.22 0.52 -0.67 -0.31
H -0.237 1.500 0.800 0.76 1.11 2.08 -0.04
C 0.514 -1.678 3.173 0.26 -0.66 1.14 -0.29
C -6.744 -1.191 1.209 0.62 0.27 0.27 -0.08
C -5.183 4.363 2.815 0.21 -0.17 -0.03 -0.08
H -0.397 0.655 1.578 -3.19 2.33 0.35 -0.02
H -1.354 -3.440 0.296 0.20 0.14 0.26 0.06
C -5.741 -1.829 1.959 -0.11 0.34 -0.27 -0.08
H -7.641 -1.722 0.901 0.16 0.00 0.12 0.10
H -3.811 -1.667 2.915 -0.26 0.25 -0.14 0.09
H -6.018 4.558 3.497 0.35 -0.10 -0.28 0.11
H 2.084 1.885 -3.515 0.53 -0.11 -0.36 0.03
C -1.180 -3.138 1.337 -0.16 -0.80 0.41 -0.26
C 0.427 1.897 5.014 1.95 -0.74 -0.27 -0.07
C -2.258 2.617 4.861 -2.71 0.64 0.05 -0.09
H -3.277 2.977 4.853 0.09 -0.17 -0.13 0.08
C -4.584 -1.137 2.351 -0.20 0.19 -0.04 -0.10
P 0.244 -2.070 1.477 -0.21 -0.35 -0.37 0.60
P 0.515 1.752 -1.771 0.00 -0.62 0.16 0.57
H 1.537 -3.296 -0.165 -0.09 0.17 0.35 0.03
H -1.197 1.122 -3.340 0.21 0.21 0.21 0.06
H 1.478 1.607 5.056 -0.36 0.01 -0.10 0.11
H -3.405 5.819 0.337 0.10 -0.27 0.04 0.10
C -3.705 5.046 1.041 -0.01 -0.31 0.21 -0.08
C -0.860 2.047 -2.854 -0.24 0.69 -0.85 -0.28
C -3.033 3.800 1.081 -0.38 0.25 0.31 -0.06
H 1.386 -1.024 3.289 -0.07 -0.25 -0.01 0.05
H 0.248 3.740 -0.498 0.17 -0.12 -0.13 0.03
H 1.577 0.173 -3.289 -0.02 0.36 0.27 0.03
C 1.670 -2.986 0.879 0.26 -0.87 0.45 -0.30
H 2.754 0.898 -2.167 -0.27 0.14 -0.18 0.04
C -0.397 1.403 3.988 -3.30 -0.56 -1.87 -0.11
H -0.509 2.759 -3.599 -0.44 0.19 -0.48 0.04
H -1.702 2.465 -2.290 0.23 -0.09 -0.10 0.04
H -2.206 3.615 0.392 -0.23 -0.04 0.24 0.09
H 1.743 -3.853 1.533 0.62 -0.43 -0.11 0.03
H -0.949 -4.007 1.952 -0.44 -0.47 0.02 0.04
C 1.056 3.282 -1.078 0.39 1.24 -0.40 -0.30
H 1.329 3.915 -1.918 0.26 0.70 0.14 0.04
H 0.674 -2.623 3.677 0.22 -0.10 0.78 0.04
H -7.326 0.657 0.244 0.30 -0.14 0.14 0.11
```
Forces are in eV/Å.

spin multiplicity	8
largest force on an atom	5.20	eV/A
HOMO energy (alpha / beta)	-0.1783 / -0.2460	Ha
net charge	0
frontier orbital gap (alpha / beta)	5.1 / 3.8	eV